{"formula": "C5H5N", "method": "ωB97M-V with the def2-TZVPD basis set", "lumo_energy_ev": [1.003, -1.625], "multiplicity": 3, "e_tot_ha": -248.0811, "charge": 0, "symbols": ["C", "C", "C", "C", "C", "N", "H", "H", "H", "H", "H"], "xyz": [[1.909, -0.729, 0.197], [0.525, -0.891, 0.502], [1.747, 0.229, -0.713], [-0.102, 0.360, -0.041], [-1.609, 0.672, -0.118], [0.787, 1.074, -0.763], [2.829, -1.243, 0.292], [0.007, -1.775, 1.078], [-2.224, -0.162, -0.625], [-1.883, 1.632, -0.755], [-1.985, 0.834, 0.946]]}


{"formula": "C5H8O2", "method": "ωB97M-V with the def2-TZVPD basis set", "lumo_energy_ev": 0.676, "smiles": "O=CC1(O)CCC1", "e_tot_ha": -345.7546, "charge": 0, "symbols": ["O", "C", "C", "O", "C", "C", "C", "H", "H", "H", "H", "H", "H", "H", "H"], "xyz": [[1.263, 1.897, -0.991], [1.312, 1.321, 0.070], [0.382, 0.185, 0.446], [0.587, -0.208, 1.784], [-1.098, 0.387, 0.027], [-1.057, -0.931, -0.779], [0.459, -1.036, -0.504], [2.066, 1.587, 0.846], [0.208, 0.474, 2.354], [-1.790, 0.410, 0.876], [-1.239, 1.278, -0.590], [-1.331, -0.839, -1.833], [-1.642, -1.740, -0.332], [0.797, -1.942, 0.005], [1.083, -0.843, -1.381]]}